Entry w
This record from the Open Molecules 2025 dataset describes a cluster of 2 separate species, C4H3Cl2O2 in total. The level of theory is ωB97M-V/def2-TZVPD.

Geometry as ORCA input:
```
! wB97M-V def2-TZVPD RIJCOSX def2/J DEFGRID3
* xyz -1 1
C 2.094 -0.540 -0.264
C 0.842 -0.890 0.182
C -1.889 0.771 -0.405
C -0.773 0.646 0.362
O 1.953 -0.386 1.051
O 2.936 -0.523 -1.132
Cl -3.333 -0.232 -0.152
Cl 0.334 1.981 0.266
H 0.388 -1.903 0.207
H -1.779 0.881 -1.518
H -0.773 0.195 1.402
*
```

Computed properties:
Orbital gap (spin up / spin down): 6.27 / 6.27 eV

***

Entry x
This record from the Open Molecules 2025 dataset describes a cluster of 2 separate species, C4H3Cl2O2 in total. The level of theory is ωB97M-V/def2-TZVPD.

Geometry as ORCA input:
```
! wB97M-V def2-TZVPD RIJCOSX def2/J DEFGRID3
* xyz -1 1
C -2.965 0.625 0.759
C -1.961 0.156 -0.099
C 2.184 0.012 0.713
C 0.972 -0.488 0.362
O -2.747 1.377 -0.373
O -3.595 0.631 1.758
Cl 2.462 1.680 0.924
Cl 0.926 -2.276 0.334
H -2.307 -0.521 -0.783
H 3.197 -0.580 0.725
H -0.834 0.130 0.039
*
```

Computed properties:
Orbital gap: 7.32 eV

***

Consider the structures shown above. The most stable of them is entry x.